(1)
A single C5H12N2 molecule in a non-equilibrium geometry. Source: the Open Molecules 2025 dataset; level of theory: ωB97M-V/def2-TZVPD.

Last columns: bonded neighbours and bond lengths (Å).
Atoms and positions in Å:
1 C -1.745 2.004 -0.854  C2 1.489, H8 1.118, H9 1.195, H10 1.110
2 C -0.688 0.967 -1.012  C1 1.489, C3 1.493, H11 1.134, H12 1.153
3 C 0.177 0.792 0.192  C2 1.493, C4 1.532, H13 1.101, H14 1.116
4 C 0.679 -0.619 0.512  C3 1.532, N5 1.486, C6 1.392
5 N 0.740 -0.832 1.982  C4 1.486, H15 1.007, H16 1.007
6 C 1.058 -1.582 -0.418  C4 1.392, N7 1.481, H17 1.043
7 N 1.180 -3.034 -0.153  C6 1.481, H18 1.065, H19 0.984
8 H -2.079 2.240 0.187  C1 1.118
9 H -2.823 1.858 -1.350  C1 1.195
10 H -1.614 2.955 -1.411  C1 1.110
11 H 0.034 1.267 -1.832  C2 1.134
12 H -1.246 -0.035 -1.133  C2 1.153
13 H 1.095 1.400 0.178  C3 1.101
14 H -0.464 1.214 1.002  C3 1.116
15 H 1.266 -0.246 2.608  N5 1.007
16 H -0.159 -0.713 2.421  N5 1.007
17 H 1.246 -1.203 -1.373  C6 1.043
18 H 1.323 -2.974 0.901  N7 1.065
19 H 2.017 -3.459 -0.447  N7 0.984

Values from the calculation:
* molar mass: 100.2 g/mol
* E_LUMO: 1.03 eV
* HOMO level: -8.1723 eV
* relative energy (zero: lowest compared OMol25 entry of this formula, charge and spin): 2.559 eV

---

(2)
2 unconnected molecules or ions with the total composition C5H12N2 in a non-equilibrium geometry. Source: the Open Molecules 2025 dataset; level of theory: ωB97M-V/def2-TZVPD.

Last columns: bonded neighbours and bond lengths (Å).
Atoms and positions in Å:
1 C 0.273 -0.505 -0.290  C5 1.498, N6 1.361, N7 1.349
2 C -0.885 0.873 1.337  C5 1.481, H9 1.056, H10 1.066, H11 1.022
3 C -2.311 0.079 -0.623  C5 1.590, H12 1.000, H13 1.033, H14 1.011
4 C 2.661 0.280 -0.309  N7 1.435, H15 1.134, H16 1.123, H17 1.184
5 C -1.058 -0.187 0.318  C1 1.498, C2 1.481, C3 1.590, H18 1.049
6 N 0.706 -0.706 -1.566  C1 1.361, N7 1.461, H19 1.028
7 N 1.275 0.308 -0.681  C1 1.349, C4 1.435, N6 1.461
8 H 0.868 -2.139 0.834  no bonds
9 H -1.748 0.822 1.942  C2 1.056
10 H -0.974 1.859 0.941  C2 1.066
11 H -0.123 0.725 2.002  C2 1.022
12 H -2.180 0.925 -1.139  C3 1.000
13 H -3.206 0.185 -0.118  C3 1.033
14 H -2.434 -0.769 -1.161  C3 1.011
15 H 3.099 -0.600 0.257  C4 1.134
16 H 3.188 0.289 -1.300  C4 1.123
17 H 2.893 1.139 0.471  C4 1.184
18 H -1.322 -1.042 0.866  C5 1.049
19 H 1.279 -1.532 -1.780  N6 1.028

Values from the calculation:
* molar mass: 100.2 g/mol
* E_LUMO (spin up / spin down): 0.22 / 0.22 eV
* HOMO level (spin up / spin down): -8.4545 / -8.4559 eV
* relative energy (zero: lowest compared OMol25 entry of this formula, charge and spin): 7.303 eV

---

(3)
A gas-phase ion, C5H12N2 (charge +1) in a non-equilibrium geometry. Source: the Open Molecules 2025 dataset; level of theory: ωB97M-V/def2-TZVPD.

Last columns: bonded neighbours and bond lengths (Å).
Atoms and positions in Å:
1 C -2.823 -0.963 -1.091  C2 1.521, H8 1.095, H9 1.087, H10 1.084
2 C -1.366 -0.537 -1.178  C1 1.521, C3 1.575, H11 1.090, H12 1.087
3 C -0.964 0.008 0.244  C2 1.575, C4 1.475, H13 1.095, H14 1.085
4 C 0.452 0.418 0.277  C3 1.475, C5 1.419, N7 1.315
5 C 1.476 -0.505 0.612  C4 1.419, N6 1.375, H15 1.089
6 N 2.682 -0.159 1.175  C5 1.375, H16 1.017, H17 1.010
7 N 0.724 1.693 0.106  C4 1.315, H18 1.012, H19 1.012
8 H -3.408 -0.194 -0.577  C1 1.095
9 H -2.951 -1.855 -0.484  C1 1.087
10 H -3.369 -1.094 -2.019  C1 1.084
11 H -1.341 0.336 -1.831  C2 1.090
12 H -0.716 -1.354 -1.480  C2 1.087
13 H -1.568 0.916 0.341  C3 1.095
14 H -1.299 -0.710 0.985  C3 1.085
15 H 1.248 -1.556 0.438  C5 1.089
16 H 3.154 0.638 0.755  N6 1.017
17 H 2.761 -0.225 2.180  N6 1.010
18 H 1.657 1.955 -0.185  N7 1.012
19 H 0.008 2.279 -0.304  N7 1.012

Values from the calculation:
* molar mass: 100.2 g/mol
* 2S+1: 2
* net charge: +1
* E_LUMO (spin up / spin down): -3.54 / -6.35 eV
* HOMO level (spin up / spin down): -13.6073 / -15.0616 eV
* <S²>: 0.75
* relative energy (zero: lowest compared OMol25 entry of this formula, charge and spin): 0.631 eV

---

(4)
A gas-phase ion, C5H12N2 (charge +1) in a non-equilibrium geometry. Source: the Open Molecules 2025 dataset; level of theory: ωB97M-V/def2-TZVPD.

Last columns: bonded neighbours and bond lengths (Å).
Atoms and positions in Å:
1 C 2.506 1.382 0.253  C2 1.512, H8 1.089, H9 1.092, H10 1.092
2 C 1.134 0.988 -0.244  C1 1.512, C3 1.563, H11 1.086, H12 1.091
3 C 0.721 -0.435 0.254  C2 1.563, C4 1.538, H13 1.090, H14 1.098
4 C -0.490 -0.452 1.202  C3 1.538, N7 1.438, H15 1.099, H16 1.084
5 N -2.841 -0.689 -1.436  C6 1.305, H17 1.014, H18 1.012
6 C -2.121 -1.120 -0.436  N5 1.305, N7 1.316, H19 1.092
7 N -1.745 -0.296 0.518  C4 1.438, C6 1.316
8 H 3.223 0.611 -0.028  C1 1.089
9 H 2.546 1.566 1.329  C1 1.092
10 H 2.848 2.309 -0.211  C1 1.092
11 H 1.105 1.015 -1.329  C2 1.086
12 H 0.308 1.618 0.089  C2 1.091
13 H 0.617 -1.164 -0.549  C3 1.090
14 H 1.535 -0.846 0.866  C3 1.098
15 H -0.497 -1.442 1.679  C4 1.099
16 H -0.487 0.301 1.982  C4 1.084
17 H -3.330 0.199 -1.404  N5 1.014
18 H -3.164 -1.365 -2.116  N5 1.012
19 H -1.869 -2.182 -0.421  C6 1.092

Values from the calculation:
* molar mass: 100.2 g/mol
* 2S+1: 2
* net charge: +1
* E_LUMO (spin up / spin down): -4.10 / -7.51 eV
* HOMO level (spin up / spin down): -14.9265 / -15.1054 eV
* <S²>: 0.76
* relative energy (zero: lowest compared OMol25 entry of this formula, charge and spin): 1.440 eV

---

(5)
A gas-phase ion, C5H12N2 (charge +2) in a non-equilibrium geometry. Source: the Open Molecules 2025 dataset; level of theory: ωB97M-V/def2-TZVPD.

Last columns: bonded neighbours and bond lengths (Å).
Atoms and positions in Å:
1 C -2.066 -2.012 -0.581  N2 1.276, H8 1.084, H9 1.085
2 N -1.385 -1.293 0.225  C1 1.276, C3 1.474, H10 1.015
3 C 0.069 -1.066 0.164  N2 1.474, C4 1.319, C5 1.501
4 C 0.838 -1.938 -0.461  C3 1.319, H11 1.080, H12 1.085
5 C 0.503 0.241 0.760  C3 1.501, C6 1.551, H13 1.090, H14 1.094
6 C 0.329 1.371 -0.289  C5 1.551, N7 1.513, H15 1.086, H16 1.091
7 N 0.948 2.662 0.201  C6 1.513, H17 1.029, H18 1.030, H19 1.024
8 H -1.644 -2.314 -1.533  C1 1.084
9 H -3.086 -2.262 -0.309  C1 1.085
10 H -1.805 -1.010 1.105  N2 1.015
11 H 1.917 -1.915 -0.504  C4 1.080
12 H 0.396 -2.837 -0.877  C4 1.085
13 H -0.005 0.514 1.684  C5 1.090
14 H 1.559 0.175 1.039  C5 1.094
15 H 0.718 1.219 -1.291  C6 1.086
16 H -0.746 1.540 -0.360  C6 1.091
17 H 1.971 2.649 0.087  N7 1.029
18 H 0.647 3.524 -0.276  N7 1.030
19 H 0.840 2.753 1.216  N7 1.024

Values from the calculation:
* molar mass: 100.2 g/mol
* net charge: +2
* E_LUMO: -8.72 eV
* HOMO level: -18.6407 eV
* relative energy (zero: lowest compared OMol25 entry of this formula, charge and spin): 0.376 eV

---

(6)
A gas-phase ion, C5H12N2 (charge +2) in a non-equilibrium geometry. Source: the Open Molecules 2025 dataset; level of theory: ωB97M-V/def2-TZVPD.

Last columns: bonded neighbours and bond lengths (Å).
Atoms and positions in Å:
1 C 1.925 -0.436 -3.304  N2 1.277, H8 1.085, H9 1.069
2 N 2.012 -0.501 -2.032  C1 1.277, C3 1.437, H10 1.020
3 C 0.973 0.027 -1.192  N2 1.437, C4 1.336, H11 1.089
4 C 0.856 0.004 0.139  C3 1.336, C5 1.507, H12 1.097
5 C -0.297 0.738 0.771  C4 1.507, C6 1.546, H13 1.098, H14 1.108
6 C -1.277 -0.328 1.313  C5 1.546, N7 1.539, H15 1.082, H16 1.090
7 N -2.164 0.140 2.480  C6 1.539, H17 1.022, H18 1.029, H19 1.025
8 H 2.660 -0.903 -3.953  C1 1.085
9 H 1.097 -0.016 -3.833  C1 1.069
10 H 2.939 -0.649 -1.632  N2 1.020
11 H 0.184 0.494 -1.778  C3 1.089
12 H 1.587 -0.491 0.790  C4 1.097
13 H -0.004 1.382 1.611  C5 1.098
14 H -0.698 1.493 0.065  C5 1.108
15 H -0.806 -1.206 1.735  C6 1.082
16 H -1.905 -0.562 0.454  C6 1.090
17 H -1.646 0.029 3.353  N7 1.022
18 H -3.058 -0.357 2.601  N7 1.029
19 H -2.378 1.140 2.411  N7 1.025

Values from the calculation:
* molar mass: 100.2 g/mol
* net charge: +2
* E_LUMO: -8.46 eV
* HOMO level: -18.1826 eV
* relative energy (zero: lowest compared OMol25 entry of this formula, charge and spin): 0.256 eV